The following is a DFT calculation (ωB97M-V with the def2-TZVPD basis set) of 2 unconnected molecules or ions with the total composition C7H13N2S2.

Geometry as ORCA input:
```
! wB97M-V def2-TZVPD RIJCOSX def2/J DEFGRID3
* xyz 1 1
S -1.894 -1.274 3.195
S -3.103 0.159 3.484
N -1.734 -1.168 -0.330
N -0.120 0.023 0.264
C 1.955 -0.869 -2.482
C 1.225 0.427 -1.811
C -4.764 -0.461 2.935
C -1.177 -0.617 0.700
C -0.034 -0.014 -1.100
C -1.057 -0.819 -1.511
C 2.422 -1.986 -1.384
H 2.348 -1.466 -0.428
H 0.884 1.069 -2.604
H -4.769 -0.133 1.846
H 1.301 -1.267 -3.258
H 3.409 -2.438 -1.454
H 2.780 -0.525 -2.939
H -2.673 -1.658 -0.200
H -4.636 -1.610 2.920
H 1.714 -2.800 -1.277
H -1.348 -1.434 -2.453
H 0.367 0.614 0.840
H -5.420 -0.022 3.646
H 1.909 1.079 -1.205
*
```

Results
Energy above the lowest of the compared OMol25 structures with the same formula, charge and spin = 80.4 kcal/mol
LUMO = -5.848 eV
E = -32111.202 eV
Gap between HOMO and LUMO = 7.1 eV

These are the natural (NBO) partial charges, in e, on atoms 1 to 8: 0.16 0.33 -0.55 -0.53 -0.36 -0.44 -0.74 0.29

***

The following is a DFT calculation (ωB97M-V with the def2-TZVPD basis set) of 13 unconnected molecules or ions with the total composition C31H94N10O13.

Geometry as ORCA input:
```
! wB97M-V def2-TZVPD RIJCOSX def2/J DEFGRID3
* xyz 0 1
O 5.064 0.862 0.190
O 4.372 -4.173 -2.019
O 0.831 1.378 3.479
O 2.759 0.106 -6.015
O -6.713 -4.603 -2.197
O -5.485 -0.159 -1.131
O -0.347 -1.932 -0.784
O -4.419 -1.307 1.342
O -0.462 -4.136 4.054
O 2.082 5.046 -1.551
O 0.875 -1.791 -6.327
O -4.426 -4.866 4.690
O -2.114 4.136 -2.328
N 0.432 0.585 -3.419
N -5.759 -3.625 3.299
N -1.747 4.917 0.758
N 2.021 3.161 5.121
N 5.570 -1.697 -1.296
N -2.377 -4.038 6.465
N -5.202 -2.946 -2.338
N -6.519 -3.068 -0.510
N -3.515 -3.281 3.325
N 3.461 2.873 -4.174
C -0.502 -0.781 -1.580
C -0.578 -2.848 7.532
C -1.348 -1.948 0.217
C 5.803 -2.801 0.901
C 0.408 0.510 2.445
C -0.102 -4.089 5.417
C 0.685 2.738 3.035
C 1.036 3.720 4.143
C 3.393 -3.800 -2.942
C 2.764 3.972 -2.119
C -2.410 3.759 0.129
C -4.127 -0.093 2.040
C -6.209 -3.597 -1.681
C 5.310 -1.571 0.143
C -4.286 0.303 -1.724
C -3.406 3.127 1.052
C 0.627 -0.598 -2.584
C 1.448 4.713 -0.322
C -0.007 -5.266 3.344
C -4.566 -3.967 3.838
C -0.087 -1.482 -7.289
C 1.740 4.555 -4.420
C 1.992 -0.482 -1.915
C -1.132 -3.301 6.201
C 5.802 -0.235 0.714
C 1.545 5.076 3.659
C -3.017 4.122 -1.255
C -2.020 2.874 -2.981
C 3.868 1.179 0.847
C 2.985 4.161 -3.644
C 3.889 -0.703 -5.659
H 0.359 -2.326 7.307
H -3.614 -2.598 2.597
H 1.508 2.818 2.310
H 3.742 3.761 -1.673
H -6.382 -2.068 -0.496
H 0.882 5.583 -0.002
H 3.941 1.411 1.911
H 0.878 0.839 1.507
H 4.230 -1.468 0.297
H -3.818 2.211 0.619
H 3.012 0.517 0.667
H -4.772 -2.160 -1.894
H -4.906 0.667 1.984
H -5.128 -3.077 -3.328
H -3.973 1.258 -1.287
H 0.158 -5.035 5.904
H 2.974 -4.725 -3.359
H -1.151 -2.020 7.960
H -2.830 2.763 1.905
H -4.301 3.680 1.339
H 3.572 -1.728 -5.499
H 1.972 4.659 -5.484
H 6.847 0.010 0.506
H 2.112 4.341 0.457
H 1.568 5.843 4.431
H 0.369 1.475 -2.944
H -0.749 0.137 -1.032
H -0.530 -3.628 8.287
H 0.257 -0.834 -8.106
H 0.684 -0.505 2.714
H -4.886 -1.177 0.507
H -1.206 5.459 0.102
H 0.053 -5.002 2.290
H 2.836 -0.420 -2.603
H -3.072 -3.413 6.874
H 2.958 0.971 -5.646
H -2.998 -4.324 5.675
H -0.275 2.990 2.591
H -3.442 -0.373 -1.599
H -7.290 -3.460 0.004
H -3.746 3.314 -1.412
H 2.148 3.066 -2.039
H 6.588 -1.766 -1.387
H -3.590 5.040 -1.119
H 3.711 -3.341 -3.886
H 5.250 -3.674 0.547
H 1.689 3.156 6.072
H 0.727 3.938 -0.615
H -2.843 2.547 -3.617
H -6.564 -4.192 3.479
H 6.843 -3.025 0.655
H -1.036 -1.132 -6.871
H -1.491 -2.443 5.614
H -6.070 0.594 -1.015
H -1.100 2.863 -3.559
H 1.281 -0.967 -6.004
H -1.343 -0.961 0.691
H 4.750 -3.367 -1.622
H 4.648 -0.665 -6.449
H -5.692 -2.843 2.669
H -2.633 -3.492 3.758
H 5.489 -0.724 -1.607
H 2.581 4.949 3.339
H -3.154 0.198 1.638
H 4.466 -0.257 -4.845
H 2.203 -1.362 -1.295
H 0.159 3.845 4.791
H -3.954 -0.231 3.109
H -0.680 -6.120 3.469
H -2.343 -2.079 -0.219
H -1.366 -1.010 -2.223
H 0.704 -1.467 -3.240
H -1.818 2.151 -2.182
H 3.455 2.918 -5.187
H -1.585 3.066 -0.075
H -0.275 -2.405 -7.851
H 0.960 5.445 2.812
H 5.670 -0.239 1.802
H 3.802 4.864 -3.828
H 0.891 3.874 -4.337
H -4.383 0.556 -2.784
H 5.592 -2.736 1.967
H -0.658 0.592 2.203
H 2.035 0.369 -1.230
H 1.193 0.710 -4.074
H 0.841 -3.526 5.481
H 3.455 2.043 0.322
H 4.409 2.646 -3.901
H 2.582 -3.310 -2.398
H 2.104 2.201 4.802
H 1.266 5.513 -4.194
H -1.166 -2.721 0.956
H -2.449 5.457 1.247
H 0.980 -5.603 3.676
*
```

Results
LUMO = -0.325 eV
E = -75184.996 eV
Gap between HOMO and LUMO = 8.0 eV

These are the Löwdin partial charges, in e, on atoms 1 to 8: -0.18 -0.14 -0.20 -0.14 0.01 -0.13 -0.16 -0.17

***

The following is a DFT calculation (ωB97M-V with the def2-TZVPD basis set) of a single C18H20N4O6S molecule.

Geometry as ORCA input:
```
! wB97M-V def2-TZVPD RIJCOSX def2/J DEFGRID3
* xyz 0 1
S 1.563 0.003 -2.807
O 3.005 -2.454 0.207
O 1.701 1.159 -3.639
O -2.726 2.574 3.389
O -1.761 -2.014 -0.511
O -3.131 1.822 -1.052
O 0.767 -1.094 -3.300
N -2.907 2.234 1.165
N 3.084 -0.550 -2.372
N -0.882 1.829 2.298
N 1.139 -2.682 -1.044
C 2.436 -2.381 -0.865
C -4.288 2.675 1.256
C -0.280 1.415 1.135
C -0.818 -2.293 0.413
C -2.203 2.233 2.352
C 0.318 -3.186 0.037
C -2.428 1.820 -0.066
C -1.026 1.391 -0.054
C 3.173 -1.981 -2.148
C -1.169 -1.746 1.612
C 1.628 0.585 -0.086
C -2.717 -1.293 0.094
C 0.869 0.535 -1.244
C -0.149 1.825 3.548
C -0.445 0.939 -1.236
C 1.060 1.010 1.097
C 4.217 0.061 -3.032
C -2.411 -1.098 1.405
H 4.225 -2.236 -2.010
H -1.038 0.911 -2.137
H 2.660 0.277 -0.111
H 5.061 0.094 -2.342
H 0.697 2.511 3.498
H 1.664 1.024 1.988
H 4.507 -0.481 -3.938
H -0.835 2.158 4.326
H -4.856 1.992 1.889
H 0.697 -2.455 -1.929
H -2.994 -0.577 2.137
H 3.926 1.071 -3.306
H 2.767 -2.537 -3.002
H 0.201 0.820 3.781
H 0.973 -3.317 0.901
H -3.545 -0.975 -0.507
H -0.619 -1.812 2.529
H -4.326 3.670 1.697
H -4.698 2.685 0.250
H -0.084 -4.162 -0.265
*
```

Results
Energy above the lowest of the compared OMol25 structures with the same formula, charge and spin = 0.0 kcal/mol
LUMO = 0.081 eV
E = -48072.244 eV
Gap between HOMO and LUMO = 8.9 eV
Structure (SMILES) = CN(CC(=O)NCc1ccco1)S(=O)(=O)c1ccc2c(c1)c(=O)n(C)c(=O)n2C

These are the natural (NBO) partial charges, in e, on atoms 1 to 8: 2.32 -0.63 -0.92 -0.62 -0.40 -0.60 -0.96 -0.46

***

The following is a DFT calculation (ωB97M-V with the def2-TZVPD basis set) of a gas-phase ion, C5H11NO2 (charge -2).

Geometry as ORCA input:
```
! wB97M-V def2-TZVPD RIJCOSX def2/J DEFGRID3
* xyz -2 1
O 2.995 -0.829 -1.146
O -1.643 1.750 2.569
N 0.754 -1.074 -0.584
C 1.779 -0.462 -1.563
C -0.558 -0.231 -0.380
C -0.834 1.510 1.537
C -0.722 0.103 1.051
C -1.666 -0.890 -1.237
H -1.310 -1.896 -1.555
H 0.168 1.960 1.955
H -1.218 2.165 0.754
H 1.484 -0.909 -2.534
H 1.329 -0.964 0.249
H -1.725 -0.297 1.328
H -2.581 -0.576 -0.760
H -1.658 -0.313 -2.157
H 1.879 0.609 -1.736
H -0.364 0.772 -0.912
H -0.087 -0.590 1.628
*
```

Results
Energy above the lowest of the compared OMol25 structures with the same formula, charge and spin = 48.9 kcal/mol
LUMO = 6.551 eV
E = -10943.121 eV
Gap between HOMO and LUMO = 5.8 eV
Structure (SMILES) = C[C@@H](CC[O-])NC[O-]

These are the natural (NBO) partial charges, in e, on atoms 1 to 8: -0.98 -1.00 -0.69 0.12 -0.05 -0.02 -0.47 -0.66

***

The following is a DFT calculation (ωB97M-V with the def2-TZVPD basis set) of 2 unconnected molecules or ions with the total composition C5H13NO.

Geometry as ORCA input:
```
! wB97M-V def2-TZVPD RIJCOSX def2/J DEFGRID3
* xyz -1 2
O 5.022 1.328 1.485
N 1.018 -0.013 -0.852
C -2.679 -0.473 0.311
C -0.415 -0.029 -0.742
C -1.150 -0.337 0.428
C -0.977 -0.030 -2.181
C -0.373 -0.335 1.776
H -1.958 0.463 -2.398
H -1.083 -1.137 -2.543
H -3.198 0.474 0.420
H -2.860 -1.260 -0.561
H 0.473 -1.020 1.786
H -0.250 0.469 -2.895
H -3.050 -0.941 1.186
H 1.262 -0.186 -1.803
H -1.100 -0.313 2.629
H 0.173 0.711 1.915
H 4.304 1.199 0.867
H 1.390 -0.645 -0.070
H 5.449 2.077 1.241
*
```

Results
Energy above the lowest of the compared OMol25 structures with the same formula, charge and spin = 54.4 kcal/mol
LUMO (spin up / spin down) = 3.862 / 3.729 eV
E = -8930.401 eV
Gap between HOMO and LUMO (spin up / spin down) = 2.8 / 7.7 eV

These are the natural (NBO) partial charges, in e, on atoms 1 to 8: -1.05 -1.01 -0.65 0.02 -0.17 -0.76 -0.76 0.21

***

The following is a DFT calculation (ωB97M-V with the def2-TZVPD basis set) of 2 unconnected molecules or ions with the total composition C5H7N.

Geometry as ORCA input:
```
! wB97M-V def2-TZVPD RIJCOSX def2/J DEFGRID3
* xyz 0 1
N 3.102 -0.024 0.536
C -0.977 1.794 -0.439
C -0.628 0.684 0.364
C -0.877 -1.643 -0.514
C 2.954 -1.130 0.784
C -0.723 -0.546 0.109
H -1.891 -1.961 -0.436
H 2.855 -2.169 1.032
H -1.269 1.583 -1.538
H -0.348 0.826 1.349
H -0.121 -2.278 -0.841
H -0.189 2.562 -0.409
H -1.889 2.301 0.003
*
```

Results
Energy above the lowest of the compared OMol25 structures with the same formula, charge and spin = 77.5 kcal/mol
LUMO = 0.968 eV
E = -6785.152 eV
Gap between HOMO and LUMO = 10.1 eV
Structure (SMILES) = C=C=CC.C#N

These are the natural (NBO) partial charges, in e, on atoms 1 to 8: -0.30 -0.62 -0.30 -0.49 0.07 0.11 0.21 0.23

***

The following is a DFT calculation (ωB97M-V with the def2-TZVPD basis set) of 2 unconnected molecules or ions with the total composition C6H12O.

Geometry as ORCA input:
```
! wB97M-V def2-TZVPD RIJCOSX def2/J DEFGRID3
* xyz 0 1
O 2.294 -0.244 -1.633
C -0.317 -0.027 1.222
C -0.415 -1.522 1.373
C -0.560 0.637 0.081
C -1.072 0.623 -2.339
C -0.872 -0.004 -1.188
C 0.188 0.691 2.432
H 1.261 0.493 2.589
H -0.700 -1.767 2.405
H 0.096 1.775 2.304
H 3.021 0.388 -1.501
H -0.321 0.470 3.360
H 1.658 -0.065 -0.932
H 0.602 -1.927 1.272
H -1.036 -2.103 0.692
H -0.306 1.695 0.087
H -0.725 -1.082 -1.193
H -1.319 0.047 -3.222
H -0.958 1.694 -2.401
*
```

Results
Energy above the lowest of the compared OMol25 structures with the same formula, charge and spin = 32.6 kcal/mol
LUMO = 0.829 eV
E = -8462.941 eV
Gap between HOMO and LUMO = 9.3 eV
Structure (SMILES) = C=CC=C(C)C.O

These are the natural (NBO) partial charges, in e, on atoms 1 to 8: -0.94 0.06 -0.66 -0.27 -0.36 -0.23 -0.64 0.22

***

The following is a DFT calculation (ωB97M-V with the def2-TZVPD basis set) of a single C6H6 molecule.

Geometry as ORCA input:
```
! wB97M-V def2-TZVPD RIJCOSX def2/J DEFGRID3
* xyz 0 1
C -2.506 -0.105 -1.603
C -0.762 1.537 -0.418
C 1.190 -0.098 0.381
C -1.752 0.675 -1.083
C 0.356 0.706 0.054
C 2.157 -1.131 0.751
H -1.231 2.067 0.421
H -0.406 2.308 -1.113
H 3.165 -0.722 0.869
H 2.192 -1.903 -0.025
H -3.163 -0.814 -2.057
H 1.870 -1.611 1.691
*
```

Results
Energy above the lowest of the compared OMol25 structures with the same formula, charge and spin = 84.5 kcal/mol
LUMO = 0.999 eV
E = -6315.538 eV
Gap between HOMO and LUMO = 10.6 eV
Structure (SMILES) = C#CCC#CC

These are the natural (NBO) partial charges, in e, on atoms 1 to 8: -0.23 -0.53 0.02 0.00 -0.03 -0.68 0.25 0.25

***

The following is a DFT calculation (ωB97M-V with the def2-TZVPD basis set) of 13 unconnected molecules or ions with the total composition C55H55F5N8O15.

Geometry as ORCA input:
```
! wB97M-V def2-TZVPD RIJCOSX def2/J DEFGRID3
* xyz 0 1
F 4.889 1.032 5.483
F -0.443 -3.981 -4.057
F 2.573 -6.157 1.914
F -4.656 -5.542 -2.411
F -4.521 -1.207 0.586
O 2.377 -3.114 -1.232
O -1.025 -1.804 -5.827
O 3.584 0.287 2.413
O 0.552 -3.357 -5.852
O -3.247 -3.986 -2.355
O -0.739 -2.920 -7.721
O -3.284 0.694 0.901
O -2.918 0.461 2.976
O 2.809 -4.410 0.509
O -2.810 2.483 2.220
O 3.149 -1.877 2.692
O -1.803 -5.452 -1.617
O -1.591 -3.426 -0.822
O 4.486 -0.732 4.128
O 0.801 -4.459 -0.261
N -0.499 0.951 -0.528
N -3.988 6.724 -1.129
N 2.684 -1.113 -3.828
N -6.290 -0.061 -3.320
N 0.673 0.395 6.153
N 2.839 5.563 -1.498
N -1.063 2.496 -4.115
N 1.173 -4.146 4.975
C -2.072 5.260 -1.561
C 4.052 0.549 -2.678
C 1.845 6.175 -0.760
C -0.864 2.310 -5.415
C 2.895 3.805 0.184
C -4.121 4.328 -0.749
C -4.436 1.507 -3.223
C 1.391 5.722 0.483
C -2.388 -6.051 -2.794
C -4.678 5.640 -0.730
C 0.435 2.209 -5.917
C -3.544 -5.133 -3.052
C -0.043 2.603 -3.296
C 0.434 0.182 2.011
C 4.041 1.252 3.259
C -0.156 1.860 0.369
C 0.739 -5.279 7.138
C -0.431 0.957 5.532
C 0.210 -0.739 0.992
C -5.759 1.172 -3.539
C -0.295 -0.354 -0.229
C -5.488 -1.067 -2.823
C 1.548 1.131 6.792
C 1.284 -2.968 5.706
C 3.721 -0.860 3.002
C -3.117 1.325 2.053
C 0.864 -5.239 5.713
C 3.324 4.405 -0.993
C 3.636 -1.189 -4.730
C 0.308 1.544 1.658
C -0.266 -1.709 -4.667
C -3.364 -0.767 2.544
C 5.002 0.566 4.266
C 1.168 -2.927 7.116
C -3.677 0.507 -2.626
C 2.117 -4.940 1.588
C 2.889 -0.247 -2.800
C -0.390 -2.701 -6.585
C -3.367 -0.726 1.028
C 0.836 -4.037 7.848
C 0.724 -5.055 1.046
C -2.202 -4.197 -1.536
C 1.268 2.560 -3.723
C 1.413 2.569 6.902
C 2.002 -3.971 -0.418
C 0.329 -3.027 -4.513
C -4.165 -0.819 -2.432
C 1.520 2.254 -5.067
C 4.985 0.478 -3.683
C 1.948 4.535 0.912
C 4.809 -0.394 -4.718
C -0.635 2.310 5.614
C 0.264 3.098 6.337
C -2.786 4.125 -1.154
C -2.683 6.517 -1.465
H 3.411 2.990 0.670
H 1.785 4.144 1.905
H 5.870 1.094 -3.634
H -4.038 2.477 -3.483
H 6.043 0.710 3.979
H -2.761 -1.573 2.962
H -0.517 -1.011 -1.057
H -1.110 0.212 5.145
H 0.440 -1.747 1.304
H -2.624 -7.094 -2.580
H 0.788 -6.139 5.120
H 4.197 4.014 -1.495
H 5.471 -0.448 -5.570
H -3.641 -1.579 -1.871
H 2.211 -4.217 2.398
H -6.430 1.906 -3.962
H -5.959 -2.005 -2.571
H 0.702 -0.124 3.012
H 4.631 2.018 2.755
H -1.742 2.288 -6.044
H 0.748 6.205 1.204
H 0.617 2.359 2.296
H 3.123 1.628 3.709
H -2.354 3.138 -1.224
H 0.619 2.024 -6.965
H 0.618 -6.236 7.623
H 0.807 -4.038 8.928
H 4.161 1.305 -1.915
H -2.496 -1.223 0.601
H -2.627 0.667 -2.429
H 1.494 -2.103 5.095
H -0.882 -1.464 -3.802
H 0.502 -0.942 -4.770
H 0.006 4.144 6.408
H 2.106 2.666 -3.050
H 3.460 -1.940 -5.486
H -1.668 -6.093 -3.611
H 0.049 -4.484 1.684
H -4.318 -0.891 3.057
H 1.508 -1.989 7.531
H -1.463 2.773 5.099
H -0.405 2.691 -2.282
H 2.388 0.643 7.262
H 1.514 7.115 -1.175
H 2.548 2.139 -5.379
H 2.050 3.249 7.449
H 0.443 -6.105 0.963
H -5.719 5.631 -0.441
H -4.723 3.569 -0.270
H -3.628 -4.916 -4.117
H -2.144 7.413 -1.736
H 2.091 -0.287 -2.073
H 1.267 -2.923 -3.967
H -0.169 2.878 0.010
H -1.035 5.085 -1.805
*
```

Results
LUMO = 0.144 eV
E = -114144.308 eV
Gap between HOMO and LUMO = 9.2 eV

These are the Löwdin partial charges, in e, on atoms 1 to 8: 0.11 0.13 0.09 0.09 0.11 0.11 0.10 0.09

***

The following is a DFT calculation (ωB97M-V with the def2-TZVPD basis set) of a single C7H11NO3S molecule.

Geometry as ORCA input:
```
! wB97M-V def2-TZVPD RIJCOSX def2/J DEFGRID3
* xyz 0 1
S -0.469 -1.441 0.087
O -1.654 -1.905 0.846
O 2.022 -0.612 -0.564
O 2.807 0.595 1.159
N -0.597 2.212 1.596
C 0.602 -0.496 1.193
C 1.812 -0.202 0.688
C -3.298 0.620 0.001
C -0.945 -0.005 -1.049
C 3.279 -1.246 -1.017
C -1.171 1.679 0.772
C -1.807 1.130 -0.371
H 4.208 -0.862 -0.514
H -1.889 1.894 -1.261
H -3.604 -0.164 -0.565
H -1.504 -0.456 -1.810
H -3.216 0.140 1.032
H 3.417 -2.404 -0.902
H 0.295 -0.147 2.194
H 2.431 1.038 1.844
H 3.293 -1.119 -2.133
H -3.965 1.430 0.153
H -0.048 0.319 -1.379
*
```

Results
Energy above the lowest of the compared OMol25 structures with the same formula, charge and spin = 106.6 kcal/mol
LUMO = 0.563 eV
E = -25901.521 eV
Gap between HOMO and LUMO = 8.9 eV

These are the natural (NBO) partial charges, in e, on atoms 1 to 8: 1.27 -0.98 -0.54 -0.66 -0.34 -0.63 0.61 -0.58

***

Question: Which value of E does entry 3 give?
Answer: -48072.244 eV